Record 1
Formula: C6H22HgN2O7
Source: the OMol25 dataset
Level of theory: ωB97M-V/def2-TZVPD

Values from the calculation:
- HOMO energy: -7.064 eV
- HOMO-LUMO gap: 7.40 eV
- 2S+1: 1
- ΔE to the lowest compared entry with this formula, charge and spin: 0.0 kJ/mol
- Total charge: 0
- E_LUMO: 0.34 eV

```
38
C6H22HgN2O7, DFT ωB97M-V/def2-TZVPD
Hg -0.061 -0.284 -0.775
O -2.078 0.212 -1.922
O -0.710 -2.472 0.087
O 0.102 1.805 0.105
O -1.487 -0.144 1.219
O 2.114 -1.170 -0.063
O 0.727 0.892 -2.736
O 0.090 -1.944 -2.584
N 1.457 2.844 1.576
N -0.360 3.928 1.008
C 0.388 2.792 0.812
C -1.627 -2.527 1.095
C 2.542 -0.898 1.258
C 3.746 -1.738 1.754
C -2.427 -1.281 1.221
C -2.737 1.207 -2.645
H -3.330 0.736 -3.429
H 4.093 -1.507 2.761
H 1.536 3.630 2.205
H -2.225 -3.395 0.821
H -2.044 1.880 -3.150
H 1.089 0.434 -3.495
H 0.048 4.731 1.465
H 0.602 -2.607 -3.048
H 3.749 -2.821 1.633
H -0.600 -1.700 -3.201
H -3.162 -1.048 0.451
H -0.012 1.389 -3.086
H 2.174 2.135 1.634
H 2.753 0.171 1.266
H -1.222 4.022 0.491
H -3.332 1.944 -2.105
H 4.550 -1.429 1.086
H 1.690 -1.045 1.921
H -1.056 -2.766 1.993
H -0.119 -3.146 0.432
H -1.926 0.514 1.764
H -2.932 -1.344 2.184
```

---

Record 2
Formula: C6H22N2O3
Source: the OMol25 dataset
Level of theory: ωB97M-V/def2-TZVPD

Values from the calculation:
- HOMO energy (spin up / spin down): -13.033 / -12.971 eV
- HOMO-LUMO gap (spin up / spin down): 10.23 / 6.05 eV
- 2S+1: 2
- ΔE to the lowest compared entry with this formula, charge and spin: 16.5 kJ/mol
- Total charge: +1
- E_LUMO (spin up / spin down): -2.80 / -6.92 eV

```
33
C6H22N2O3, DFT ωB97M-V/def2-TZVPD
O 3.122 -1.872 1.598
O -3.048 0.501 3.171
O -0.731 -1.071 4.605
N 1.451 2.785 -1.243
N -0.179 -0.491 -0.845
C 0.864 0.499 -0.841
C -1.073 -0.686 -1.929
C -0.576 -0.933 -3.447
C -0.514 2.357 0.195
C 0.284 1.968 -1.045
C 0.232 -1.626 0.022
H -1.792 -1.546 -1.761
H 3.844 -2.488 1.769
H 1.031 -2.211 -0.452
H -1.236 1.602 0.483
H 2.829 -2.126 0.719
H -0.434 1.974 -1.882
H -3.569 0.234 3.937
H 0.051 2.710 1.076
H 1.599 0.269 -1.628
H 0.081 -1.784 -3.441
H -1.008 3.328 -0.012
H 1.441 0.340 0.060
H -0.117 -0.040 -3.856
H -2.154 0.217 3.447
H 0.110 -1.271 4.190
H 1.800 2.788 -2.192
H -0.594 -2.300 0.251
H -1.581 -0.887 -3.880
H 2.274 2.517 -0.730
H 0.599 -1.311 1.005
H -1.434 -1.727 4.636
H -1.575 0.280 -1.979
```

---

Record 3
Formula: C6H22NO5
Source: the OMol25 dataset
Level of theory: ωB97M-V/def2-TZVPD

Values from the calculation:
- HOMO energy: -5.448 eV
- HOMO-LUMO gap: 9.01 eV
- 2S+1: 1
- ΔE to the lowest compared entry with this formula, charge and spin: 185.1 kJ/mol
- Total charge: -1
- E_LUMO: 3.57 eV

```
34
C6H22NO5, DFT ωB97M-V/def2-TZVPD
O -0.772 -2.207 2.324
O 1.750 3.075 1.760
O -1.747 0.281 -0.445
O -1.073 2.576 0.526
O -3.296 2.365 -1.056
N 0.469 -1.742 -0.574
C 2.124 -0.664 0.870
C -0.233 -1.441 -1.848
C 1.331 0.642 1.323
C -1.458 -2.327 -1.954
C 1.753 -0.978 -0.580
C 2.270 1.884 1.224
H -2.935 2.425 -1.941
H -1.581 3.037 -0.137
H 3.194 1.754 1.896
H -0.538 -0.355 -1.916
H 1.721 0.017 -1.027
H -0.148 -1.183 0.071
H -1.152 1.554 0.191
H 2.551 1.961 0.204
H 1.737 -1.447 1.602
H 0.434 -1.696 -2.697
H -0.387 -2.377 1.477
H 0.653 0.522 2.178
H -1.228 -3.415 -1.975
H 0.545 0.702 0.541
H -1.974 0.107 0.481
H -2.878 1.554 -0.630
H -1.463 -1.560 2.193
H 0.800 3.223 1.578
H -1.972 -1.949 -2.833
H 2.530 -1.662 -0.920
H 3.165 -0.492 1.279
H -2.194 -2.185 -1.184
```

---

Record 4
Formula: C6H22NO7
Source: the OMol25 dataset
Level of theory: ωB97M-V/def2-TZVPD

Values from the calculation:
- HOMO energy: -11.779 eV
- HOMO-LUMO gap: 7.70 eV
- 2S+1: 1
- Total charge: +1
- E_LUMO: -4.08 eV

```
36
C6H22NO7, DFT ωB97M-V/def2-TZVPD
O 1.316 3.592 -0.838
O -0.926 -3.396 2.226
O 3.586 0.230 -2.236
O -1.646 -1.311 -3.592
O -0.823 -1.923 4.383
O 2.664 1.420 2.364
O -1.337 1.765 -1.729
N -0.580 -2.013 -1.102
C -0.028 -3.162 -0.890
C -0.760 -0.091 0.298
C -1.104 2.537 -0.834
C -0.315 1.243 1.020
C -1.439 2.242 0.623
C -0.107 -0.887 -0.454
H 1.305 4.548 -1.173
H -0.626 -4.096 -0.969
H -2.396 1.710 0.687
H 1.868 3.091 -1.495
H -1.232 -1.110 4.824
H 3.364 1.467 3.002
H -1.811 -0.218 0.290
H 0.108 -2.003 4.759
H 3.096 1.580 1.506
H -1.771 -0.390 -3.754
H 0.958 -3.011 -0.311
H 4.424 0.661 -2.173
H 3.665 -0.513 -2.909
H -2.586 -1.567 -3.758
H 0.651 1.604 0.750
H -1.502 -4.146 2.216
H -1.324 3.092 1.313
H -1.376 -1.939 -1.778
H 1.038 -0.772 -0.503
H -0.321 1.204 2.092
H -1.012 -2.918 2.984
H -0.611 3.507 -1.082
```

---

Record 5
Formula: C6H22O6
Source: the OMol25 dataset
Level of theory: ωB97M-V/def2-TZVPD

Values from the calculation:
- HOMO energy: -8.489 eV
- HOMO-LUMO gap: 8.79 eV
- 2S+1: 1
- ΔE to the lowest compared entry with this formula, charge and spin: 280.1 kJ/mol
- Total charge: 0
- E_LUMO: 0.30 eV
- SMILES: C=CC(=C)CC.O.O.O.O.O.O

```
34
C6H22O6, DFT ωB97M-V/def2-TZVPD
O 1.643 2.475 -2.889
O 1.578 -0.327 -3.391
O -2.549 -0.007 -1.140
O -2.193 -3.063 -0.771
O -3.237 0.262 1.430
O -1.050 2.166 -2.301
C 0.269 -0.960 2.192
C 2.232 0.143 1.005
C 0.995 0.291 1.904
C -0.622 -1.146 3.159
C 0.676 1.504 2.359
C 2.524 -1.161 0.302
H 1.784 -1.363 -0.473
H -3.813 0.724 0.823
H -1.099 -2.107 3.298
H -0.086 1.697 3.100
H 1.478 2.236 2.338
H 3.005 0.417 1.743
H 0.858 -0.484 -4.008
H 3.424 -0.983 -0.294
H -2.187 -2.095 -0.691
H 1.383 -0.857 -2.614
H -3.310 -0.181 -1.696
H -0.854 -0.400 3.910
H 1.906 2.362 -1.969
H 0.590 -1.843 1.658
H 2.393 1.032 0.406
H -3.569 -0.603 1.672
H -0.848 2.780 -3.010
H -0.432 2.449 -1.621
H -3.140 -3.215 -0.682
H -2.013 0.708 -1.510
H 1.555 1.554 -3.195
H 2.708 -2.005 0.957
```

---

Record 6
Formula: C6H23AlN4O7
Source: the OMol25 dataset
Level of theory: ωB97M-V/def2-TZVPD

Values from the calculation:
- HOMO energy: -8.809 eV
- HOMO-LUMO gap: 4.82 eV
- 2S+1: 1
- Total charge: 0
- E_LUMO: -3.99 eV

```
41
C6H23AlN4O7, DFT ωB97M-V/def2-TZVPD
Al 17.701 -1.003 26.753
O 19.823 0.952 26.954
O 19.250 -1.645 24.026
O 19.087 -0.728 29.260
O 20.473 -1.732 26.678
O 20.289 1.747 30.544
O 17.035 1.293 24.712
O 22.407 2.748 28.122
N 18.835 2.718 29.052
N 22.515 5.004 28.267
N 20.745 4.047 27.226
N 18.835 3.327 31.252
C 19.584 -0.002 22.292
C 17.949 3.510 24.324
C 19.400 2.547 30.287
C 20.166 -0.582 23.589
C 21.904 3.843 27.908
C 16.880 2.487 23.963
H 20.087 0.190 24.352
H 21.162 -1.003 23.458
H 19.161 0.230 29.096
H 16.831 2.324 22.884
H 19.770 -2.438 23.863
H 20.617 -1.307 25.824
H 15.917 2.924 24.244
H 18.069 4.252 23.536
H 20.119 3.351 26.885
H 20.091 1.578 26.269
H 18.971 3.139 24.450
H 18.015 3.284 28.992
H 18.163 3.995 30.929
H 20.565 5.028 27.127
H 22.349 5.895 27.844
H 19.447 -0.691 21.461
H 20.145 0.878 21.977
H 19.439 2.287 28.346
H 18.587 0.302 22.619
H 23.395 4.826 28.726
H 19.102 3.193 32.209
H 17.720 3.934 25.302
H 16.305 0.673 24.642
```